No. 1
Molecular formula: C15H39O14P3
Method: DFT, ωB97M-V with the def2-TZVPD basis set

Each line ends with the Löwdin charge.
Atoms and positions in Å:
C1 0.82934 3.57869 -2.96055  -0.021
O1 0.59934 4.41669 -1.74455  -0.190
P1 0.34334 3.66969 -0.41955  0.430
O2 0.76534 2.24269 -0.52955  -0.275
O3 1.24434 4.30869 0.80845  -0.234
C2 2.57234 3.70969 1.01745  -0.053
O4 -1.21966 3.56869 -0.01455  -0.245
C3 -1.64666 3.25969 1.29245  -0.112
H1 1.79034 3.00669 -2.85955  0.105
H2 1.07834 4.25769 -3.74155  0.076
H3 -0.07866 3.08969 -3.17355  0.064
H4 3.09934 4.03269 1.96045  0.114
H5 3.02834 3.72569 0.15945  0.025
H6 2.44034 2.71169 1.41845  0.074
H7 -1.14366 4.25769 1.91045  0.157
H8 -1.19866 2.42269 1.82545  0.069
H9 -2.62866 3.07169 1.57645  0.052
C4 1.18534 -0.00731 -3.88455  -0.039
O5 1.68334 0.46969 -2.56355  -0.288
P2 1.89134 -0.57031 -1.40355  0.539
O6 0.61434 -1.33631 -1.06455  -0.271
O7 2.96534 -1.57631 -2.06055  -0.217
C5 3.12134 -2.86331 -1.61955  -0.095
O8 2.76834 -0.21531 -0.02555  -0.262
C6 2.40234 -0.71431 1.22345  -0.130
H10 1.96734 -0.74531 -4.31055  0.104
H11 1.04134 0.87169 -4.60355  0.100
H12 0.16934 -0.56731 -3.44755  0.122
H13 3.90634 -2.76931 -0.95655  0.082
H14 3.38634 -3.38731 -2.41755  0.063
H15 2.29834 -3.15031 -1.12655  0.035
H16 1.36634 -0.25331 1.36845  0.083
H17 3.09434 -0.27731 1.95145  0.081
H18 2.34634 -1.88931 1.11845  0.126
C7 0.37834 -5.45931 0.15845  0.041
O9 -0.10066 -4.14031 -0.53755  -0.259
P3 -1.38666 -3.29831 -0.05555  0.452
O10 -2.36566 -4.31431 0.42045  -0.281
O11 -1.16066 -2.31631 1.15045  -0.203
C8 -1.65266 -1.02231 1.20745  -0.140
O12 -2.09766 -2.40531 -1.28855  -0.226
C9 -1.67366 -2.67231 -2.57655  -0.159
H19 1.25634 -5.58831 -0.20055  0.001
H20 -0.28166 -6.26831 -0.01655  0.074
H21 0.38134 -5.30431 1.28345  0.118
H22 -1.01466 -0.37631 0.43745  0.101
H23 -1.47366 -0.37331 2.08445  0.075
H24 -2.63766 -0.96331 0.83445  0.063
H25 -2.25566 -3.45031 -2.83455  0.056
H26 -0.62666 -2.80031 -2.78055  0.074
H27 -1.98566 -1.83331 -3.22955  0.092
C10 2.00134 0.18869 5.47545  -0.011
C11 0.68134 0.20369 4.84345  -0.502
C12 -0.51866 0.47469 5.67945  0.007
O13 0.49634 0.22869 3.66245  0.077
H28 2.31734 1.21369 5.70845  0.110
H29 2.81934 -0.28631 4.79545  0.124
H30 2.01034 -0.52431 6.16645  0.032
H31 -0.16766 1.00469 6.50745  0.068
H32 -0.98766 -0.49931 6.03445  0.135
H33 -1.25966 0.95569 5.36845  -0.003
C13 -4.62766 1.02169 -1.57555  -0.033
C14 -3.69466 0.94469 -2.72155  -0.503
C15 -2.19466 0.96769 -2.39655  -0.011
O14 -4.13266 0.62569 -3.81255  0.057
H34 -5.54866 1.23869 -2.01655  0.054
H35 -4.47866 1.66369 -0.66255  0.098
H36 -4.80666 -0.03131 -1.26855  0.106
H37 -1.60866 1.01669 -3.22755  0.003
H38 -2.01666 -0.00531 -1.78655  0.087
H39 -1.66866 1.83469 -1.53355  0.159

Atoms 1-2, force components in eV/Å:
C 2.037 0.859 1.060
O -0.298 0.923 -0.963

Calculated values
Lowest unoccupied orbital energy, eV: 0.44
SMILES string: COP(=O)(OC)OC.COP(=O)(OC)OC.COP(=O)(OC)OC.CC(C)=O.CC(C)=O
Calculated total energy, eV: -72716.2636

No. 2
Molecular formula: C15H40B2F8O5V
Method: DFT, ωB97M-V with the def2-TZVPD basis set

Each line ends with the Mulliken spin population.
Atoms and positions in Å:
V1 -0.49051 0.96731 -1.68799  2.903
B1 -0.62716 -1.07773 0.14753  0.002
F1 -1.84644 -1.49220 0.65539  0.003
F2 0.41408 -1.72559 0.78760  0.000
F3 -0.71379 -1.29671 -1.25048  0.004
F4 -0.42383 0.31152 0.36714  0.034
B2 -0.95690 0.83211 -4.49695  -0.011
F5 -1.05982 -0.08176 -3.45027  0.025
F6 0.02083 0.41570 -5.39565  0.000
F7 -2.15812 1.09094 -5.13255  0.000
F8 -0.59740 2.00878 -3.78083  0.012
C1 -1.82011 -0.64888 5.47744  0.000
C2 -1.31918 -0.56992 4.02940  0.000
C3 0.08358 0.06839 4.04342  0.000
O1 -1.21008 -1.86343 3.45478  0.000
H1 -2.46636 0.23061 5.58529  0.000
H2 -1.05090 -0.48417 6.22953  0.000
H3 -2.42305 -1.52442 5.70419  0.000
H4 -1.99076 0.01192 3.38574  0.000
H5 0.70504 -0.47778 4.75481  0.000
H6 0.09259 1.11925 4.34960  0.000
H7 0.58587 0.00093 3.07591  0.000
H8 -1.02020 -1.74648 2.51327  0.000
C4 -4.29203 -3.24480 -0.30253  0.000
C5 -5.17595 -2.03754 -0.05585  0.000
C6 -5.77067 -2.13232 1.35985  0.000
O2 -4.33466 -0.85150 -0.04257  0.000
H9 -4.87422 -4.13026 -0.58261  0.000
H10 -3.81651 -3.52603 0.64127  0.000
H11 -3.49931 -3.14855 -1.04167  0.000
H12 -6.00064 -1.97250 -0.76344  0.000
H13 -6.22472 -1.18974 1.66555  0.000
H14 -5.04388 -2.44997 2.11189  0.000
H15 -6.56613 -2.88327 1.44594  0.000
H16 -3.73538 -1.10761 0.66688  0.000
C7 0.25364 4.26514 0.94430  -0.002
C8 -0.67968 3.85713 -0.21171  0.005
C9 -1.42659 5.05034 -0.83125  -0.002
O3 0.13840 3.17370 -1.19093  0.022
H17 0.43807 3.42884 1.61806  -0.001
H18 -0.06765 5.18161 1.44070  0.000
H19 1.26180 4.51455 0.59201  0.001
H20 -1.31891 3.08782 0.22504  0.009
H21 -0.84230 5.96045 -0.67698  0.000
H22 -2.33802 5.25501 -0.27331  0.001
H23 -1.53675 4.82153 -1.88847  -0.002
H24 0.62643 3.83415 -1.69583  0.001
C10 5.11117 -2.13749 -0.91300  0.000
C11 3.75327 -2.60413 -0.40775  0.000
C12 3.88415 -3.03183 1.04854  0.000
O4 2.66901 -1.71672 -0.65230  -0.004
H25 5.11125 -1.19838 -1.47289  0.000
H26 5.52838 -2.86625 -1.61083  0.000
H27 5.85303 -2.02596 -0.12251  0.000
H28 3.47149 -3.52114 -0.94924  0.000
H29 2.97705 -3.44371 1.49534  0.000
H30 4.23555 -2.20208 1.67217  0.000
H31 4.67373 -3.77850 1.15639  0.000
H32 1.91322 -2.06401 -0.15012  0.001
C13 3.72352 1.93248 -1.95244  0.001
C14 2.57321 1.31307 -2.71010  0.022
C15 2.90491 0.24425 -3.73888  -0.003
O5 1.62102 0.76138 -1.73418  -0.029
H33 4.63436 2.03394 -2.53994  0.000
H34 3.96445 1.25767 -1.12154  -0.001
H35 3.48176 2.88587 -1.48370  0.001
H36 2.01005 2.08936 -3.23514  -0.003
H37 3.69385 -0.42479 -3.39572  0.000
H38 3.14990 0.81465 -4.63672  0.000
H39 2.01810 -0.34820 -3.94667  0.002
H40 2.14185 0.20591 -1.11942  0.008

Atoms 1-2, force components in eV/Å:
V 1.310 0.947 0.009
B -0.892 -1.596 0.269

Calculated values
Multiplicity: 4
Lowest unoccupied orbital energy (spin up / spin down), eV: -0.26 / -0.23
Calculated total energy, eV: -75234.6627

No. 3
Molecular formula: C15H40BIInO12S5
Method: DFT, ωB97M-V with the def2-TZVPD basis set

Each line ends with the Löwdin charge.
Atoms and positions in Å:
C1 1.20647 0.75601 1.28870  0.017
C2 0.02236 0.92261 2.18926  -0.572
O1 0.08210 1.39145 3.30479  0.081
O2 -1.09120 0.49222 1.61210  -0.079
C3 -2.29693 0.51396 2.42236  -0.174
In1 -3.52935 2.30975 2.02746  0.899
O3 -3.83234 3.35353 3.76197  -0.360
C4 -5.53556 1.64073 1.17299  -0.254
C5 -5.41047 0.32051 0.65458  -0.925
O4 -5.64570 -0.74394 1.13147  -0.025
I1 -4.65564 0.30816 -1.44282  0.689
O5 -2.66818 3.44151 0.53745  -0.057
B1 -2.16049 4.65968 0.78674  -0.993
O6 -2.82648 5.82397 0.37671  0.122
O7 -0.91842 4.84562 1.40392  0.113
H1 1.94550 1.49689 1.56431  0.083
H2 1.59967 -0.25156 1.35073  0.062
H3 0.89017 0.90886 0.26205  0.070
H4 -2.85115 -0.37140 2.12739  0.047
H5 -2.05196 0.41655 3.47052  0.022
H6 -3.83059 2.68359 4.45171  -0.058
H7 -6.31767 1.67156 1.92306  0.062
H8 -5.75113 2.32653 0.36264  0.026
H9 -3.77107 5.74019 0.50958  0.077
H10 -0.24951 4.89724 0.71428  0.049
C6 1.88555 -0.57984 -2.51428  -0.271
S1 2.46821 -2.09370 -1.75621  0.826
O8 2.39337 -1.87602 -0.28815  -0.548
C7 4.19695 -1.86412 -2.19032  -0.277
H11 0.82179 -0.50324 -2.30962  0.056
H12 2.42287 0.26302 -2.07634  0.044
H13 2.03785 -0.63591 -3.59069  0.053
H14 4.54933 -0.91724 -1.77888  0.058
H15 4.31548 -1.87778 -3.27382  0.055
H16 4.75488 -2.68809 -1.75301  0.006
C8 6.84638 -3.05337 0.89151  -0.258
S2 7.31766 -3.35514 -0.81272  0.774
O9 6.78760 -4.69131 -1.18206  -0.543
C9 9.07549 -3.56278 -0.50166  -0.275
H17 5.76373 -2.94236 0.91777  0.052
H18 7.14982 -3.90184 1.50425  0.058
H19 7.31748 -2.13430 1.23944  0.056
H20 9.22277 -4.37915 0.20502  0.056
H21 9.48526 -2.63249 -0.10877  0.051
H22 9.55012 -3.80267 -1.45022  0.047
C10 -3.41911 -2.22415 -4.10490  -0.306
S3 -2.17956 -3.19311 -4.96301  0.793
O10 -0.87144 -2.93878 -4.30617  -0.561
C11 -2.18672 -2.20639 -6.46595  -0.281
H23 -3.55364 -2.63892 -3.10902  0.040
H24 -3.09068 -1.18869 -4.02183  0.030
H25 -4.35490 -2.29106 -4.65991  0.054
H26 -1.93389 -1.17548 -6.21883  0.055
H27 -3.17145 -2.26110 -6.92947  0.049
H28 -1.43968 -2.62257 -7.13832  0.044
C12 -0.31086 4.47409 -3.85429  -0.263
S4 0.22085 3.47061 -2.46168  0.832
O11 0.08913 4.32224 -1.26290  -0.505
C13 1.96750 3.45971 -2.89295  -0.273
H29 -1.37938 4.64032 -3.73874  0.054
H30 0.21726 5.42736 -3.83682  0.056
H31 -0.11624 3.93753 -4.78343  0.049
H32 2.33541 4.48445 -2.94566  0.055
H33 2.10268 2.94888 -3.84680  0.049
H34 2.48980 2.91825 -2.10717  0.040
C14 -4.00178 -2.68443 6.07099  -0.273
S5 -3.53860 -1.06550 6.70127  0.807
O12 -3.14784 -0.25725 5.52770  -0.526
C15 -2.00980 -1.60108 7.48180  -0.274
H35 -4.91663 -2.55899 5.49643  0.049
H36 -3.20883 -3.05734 5.42331  0.059
H37 -4.17688 -3.36462 6.90525  0.047
H38 -1.36298 -2.05342 6.73059  0.059
H39 -2.23632 -2.30929 8.27950  0.047
H40 -1.53048 -0.71715 7.89586  0.048

Atoms 1-2, force components in eV/Å:
C -0.216 0.246 -0.234
C -0.149 0.286 0.323

Calculated values
Lowest unoccupied orbital energy, eV: 1.75
Total charge: -1
Calculated total energy, eV: -108902.5959